[1]
{"formula": "C22H58FFeO8", "method": "wB97M-V/def2-TZVPD", "homo_lumo_gap_ev": [9.63, 7.80], "lumo_energy_ev": [0.384, -1.085], "largest_force_ha_per_bohr": 0.0643, "de_lowest_ev": 1.9882, "charge": 0, "multiplicity": 6, "elements": ["Fe", "C", "C", "O", "H", "H", "H", "H", "H", "C", "C", "O", "H", "H", "H", "H", "H", "F", "C", "C", "C", "O", "H", "H", "H", "H", "H", "H", "H", "H", "C", "C", "C", "O", "H", "H", "H", "H", "H", "H", "H", "H", "C", "C", "C", "O", "H", "H", "H", "H", "H", "H", "H", "H", "C", "C", "C", "O", "H", "H", "H", "H", "H", "H", "H", "H", "C", "C", "C", "O", "H", "H", "H", "H", "H", "H", "H", "H", "C", "C", "C", "O", "H", "H", "H", "H", "H", "H", "H", "H"], "positions_angstrom": [[1.8196, -1.1835, 2.2455], [-0.7099, 0.2868, -0.5047], [-0.2007, 1.0169, 0.7449], [0.7079, 0.3101, 1.5072], [0.1072, -0.0542, -1.1463], [-1.3618, 0.9748, -1.0413], [-1.1657, -0.6640, -0.2157], [-1.0253, 1.3981, 1.3654], [0.2373, 1.9748, 0.4192], [0.4849, -4.9657, 0.5376], [0.0857, -3.5202, 0.8062], [1.0457, -2.7875, 1.4566], [1.4866, -4.9329, 0.0934], [-0.2071, -5.3820, -0.1961], [0.5663, -5.5923, 1.4241], [-0.8671, -3.5823, 1.3675], [-0.2059, -3.0296, -0.1371], [2.9216, -0.0637, 3.2904], [-0.0998, -2.9547, -3.3708], [-1.2251, -3.8775, -3.7693], [-2.1708, -3.1828, -4.7504], [-0.7265, -4.9867, -4.5508], [-0.5487, -2.1824, -2.7350], [0.4524, -2.4745, -4.1781], [0.6350, -3.4121, -2.6996], [-1.7983, -4.2836, -2.9299], [-2.9766, -3.8288, -5.1002], [-1.6647, -2.9573, -5.6900], [-2.5487, -2.2764, -4.2670], [0.2330, -5.0267, -4.5430], [3.3424, -2.2924, -1.3690], [4.0552, -1.8168, -0.0852], [5.4187, -1.2131, -0.4505], [3.1887, -0.9349, 0.6523], [3.6595, -1.6958, -2.2267], [2.3057, -1.9819, -1.2119], [3.4222, -3.3582, -1.5568], [4.1932, -2.6604, 0.5909], [5.9246, -0.8369, 0.4400], [5.2415, -0.3432, -1.0916], [6.0512, -1.9027, -1.0012], [3.2280, -0.0987, 0.1654], [1.4943, 4.0883, 2.2193], [1.0258, 4.8071, 3.4889], [-0.2546, 4.1248, 4.0386], [2.0216, 4.6960, 4.4808], [1.4177, 2.9987, 2.2301], [2.5290, 4.3649, 2.0112], [0.9146, 4.4183, 1.3501], [0.8206, 5.8464, 3.2404], [-0.9674, 4.1380, 3.2011], [-0.7224, 4.7645, 4.7831], [-0.0868, 3.0743, 4.2618], [2.1293, 3.8094, 4.8268], [-4.8021, 0.6629, -0.9470], [-4.8608, -0.1808, -2.1983], [-4.2609, -1.5482, -1.9930], [-6.2476, -0.4043, -2.5300], [-5.0419, 0.1115, -0.0340], [-5.6080, 1.4040, -0.9483], [-3.8445, 1.1627, -0.7917], [-4.4596, 0.3481, -3.0691], [-4.4674, -2.2102, -2.8381], [-4.6907, -2.1131, -1.1606], [-3.1867, -1.5843, -1.8018], [-6.6575, 0.4488, -2.6968], [-1.7330, -1.1334, 4.3456], [-0.3377, -0.5083, 4.5477], [0.0742, -0.2293, 5.9799], [0.5985, -1.4906, 4.0350], [-2.0440, -1.8155, 5.1445], [-1.7598, -1.8171, 3.4969], [-2.4343, -0.3053, 4.2329], [-0.2487, 0.3802, 3.9269], [1.1543, -0.2239, 6.1433], [-0.4365, -0.7755, 6.7746], [-0.0892, 0.8146, 6.2906], [0.5311, -2.3123, 4.5300], [0.7732, 3.8050, -4.1092], [1.2428, 4.8215, -3.0772], [0.7601, 4.5164, -1.6690], [2.6836, 4.6809, -3.1074], [1.3104, 3.9745, -5.0402], [-0.3152, 3.8681, -4.2142], [0.8778, 2.7415, -3.8722], [0.9820, 5.7916, -3.5011], [0.8473, 5.3833, -1.0143], [1.2442, 3.6750, -1.1678], [-0.2612, 4.1208, -1.7007], [3.0749, 5.1849, -2.3867]], "atomic_forces_ev_per_a": [[-2.583, 1.507, -1.416], [0.428, -0.327, 0.724], [0.275, 0.253, -0.404], [1.172, -1.413, 1.006], [0.208, 0.504, -0.050], [-0.237, -0.353, -0.221], [-0.592, 0.262, 0.017], [-0.327, -0.517, 0.076], [0.355, -0.109, -0.152], [0.787, 0.524, -0.589], [-1.009, -0.250, 0.167], [1.597, 1.362, 1.251], [-0.082, -0.207, -0.126], [0.006, -0.261, 0.140], [-0.273, 0.106, 0.106], [0.151, 0.334, 0.209], [0.225, -0.093, -0.107], [-0.440, -1.085, -0.416], [-0.138, 0.360, 1.477], [0.346, -0.423, -2.211], [-0.133, 0.235, 0.261], [-0.018, -0.452, 0.290], [0.135, 0.264, -0.213], [-0.332, -0.138, -0.292], [-0.065, -0.346, -0.165], [0.299, 0.161, 0.170], [-0.209, -0.071, 0.571], [0.408, 0.351, 0.276], [-0.240, -0.044, -0.397], [-0.021, 0.119, 0.249], [-0.565, 1.092, 0.597], [0.469, -1.461, -0.634], [-0.787, 0.891, 0.759], [1.149, 0.496, -0.918], [0.291, -0.273, -0.111], [-0.202, -0.647, -0.144], [0.024, 0.002, -0.046], [0.021, -0.040, -0.035], [0.162, -0.196, -0.025], [0.072, -0.025, -0.115], [-0.092, -0.206, 0.084], [-0.494, 0.203, 0.603], [-0.056, 0.511, -0.639], [-0.571, -2.659, 0.170], [-0.306, 1.349, -1.904], [0.783, 1.489, 0.440], [0.046, -0.014, 0.431], [0.045, -0.054, 0.067], [-0.095, 0.017, 0.086], [0.311, 0.177, 0.453], [-0.084, -0.186, 0.101], [0.184, -0.510, 0.588], [0.102, 0.083, 0.527], [-0.325, -0.300, -0.322], [-0.259, 0.572, 0.691], [-0.958, -0.100, 0.138], [0.185, -1.212, -0.238], [0.021, -0.392, 0.062], [0.255, -0.440, -0.200], [0.301, 0.312, -0.348], [-0.015, -0.010, -0.094], [0.586, -0.101, 0.232], [0.136, 0.303, -0.235], [-0.317, 0.563, 0.212], [0.062, 0.473, -0.176], [0.009, 0.030, 0.011], [0.083, 0.248, 0.395], [-0.242, -1.471, 0.376], [0.012, 1.766, 1.070], [0.652, 0.248, -0.651], [0.111, 0.521, 0.435], [0.173, 0.630, -0.530], [-0.362, -0.384, 0.002], [0.329, -0.202, -0.157], [0.034, -0.752, -0.406], [0.082, -0.542, -0.351], [-0.589, -0.009, -0.451], [-0.059, -0.013, -0.043], [-0.771, -0.400, 0.088], [1.326, -1.803, -0.198], [-0.889, -0.109, 0.054], [0.002, 0.327, -0.078], [-0.299, 0.099, -0.152], [0.096, 0.476, -0.449], [0.638, 0.195, 0.526], [-0.217, 0.294, 0.589], [-0.243, -0.004, 0.063], [0.727, 0.129, -0.469], [-0.274, 0.713, 0.049], [-0.095, 0.053, -0.009]], "lowdin_charge": [1.1157, -0.0795, -0.3929, -0.3003, 0.0622, 0.0611, 0.0597, 0.1071, 0.0790, -0.0885, -0.4185, -0.3226, 0.0629, 0.0692, 0.0689, 0.1043, 0.0876, -0.4757, -0.0666, -0.4644, -0.0649, -0.0692, 0.0659, 0.0915, 0.0657, 0.1344, 0.0811, 0.0825, 0.0604, 0.0764, -0.0371, -0.4292, -0.0421, -0.1297, 0.0785, 0.0671, 0.0819, 0.1389, 0.0842, 0.0837, 0.0874, 0.1248, -0.0584, -0.4709, -0.0513, -0.0531, 0.0669, 0.0819, 0.0582, 0.1352, 0.0748, 0.0747, 0.0651, 0.0880, -0.0601, -0.4756, -0.0652, -0.0661, 0.0844, 0.0762, 0.0650, 0.1372, 0.0729, 0.0879, 0.0656, 0.0794, -0.0294, -0.4097, -0.0466, -0.1423, 0.0797, 0.0747, 0.0843, 0.1176, 0.0874, 0.0790, 0.0782, 0.1194, -0.0719, -0.4640, -0.0673, -0.0748, 0.0786, 0.0788, 0.0787, 0.1323, 0.0730, 0.0716, 0.0776, 0.0812]}

***

[2]
{"formula": "C27H41BrN2P2Pd", "method": "wB97M-V/def2-TZVPD", "homo_lumo_gap_ev": [7.10, 5.69], "lumo_energy_ev": [-12.030, -14.646], "largest_force_ha_per_bohr": 0.1002, "de_lowest_ev": 1.6106, "charge": 4, "multiplicity": 5, "elements": ["C", "C", "C", "C", "N", "C", "C", "C", "C", "C", "C", "C", "C", "C", "Pd", "P", "H", "H", "H", "H", "H", "H", "H", "H", "C", "C", "H", "H", "H", "H", "H", "C", "C", "H", "H", "H", "H", "H", "C", "C", "H", "H", "H", "H", "H", "Br", "P", "C", "C", "H", "H", "H", "H", "H", "C", "C", "H", "H", "H", "H", "H", "C", "C", "H", "H", "H", "H", "H", "C", "C", "N", "H", "H", "H"], "positions_angstrom": [[-0.4941, 6.7423, -3.1635], [-0.6934, 5.3760, -3.4781], [-0.9700, 5.1498, -4.8449], [-1.1344, 6.2276, -5.7377], [-1.0114, 7.5067, -5.3898], [-0.6763, 7.7428, -4.1263], [-0.6639, 4.3009, -2.4703], [-0.7866, 3.5451, -1.5091], [-1.1074, 2.7391, -0.3875], [-0.2069, 2.6325, 0.6815], [-0.3659, 1.6165, 1.6132], [-1.5849, 0.8453, 1.6872], [-2.5027, 1.0667, 0.5935], [-2.2992, 2.0033, -0.4067], [-0.1823, -0.6115, 0.5636], [2.0985, -1.2535, 1.3295], [-1.0997, 4.1529, -5.2631], [-0.2308, 7.0691, -2.1689], [-1.3869, 6.0599, -6.7864], [-0.5603, 8.7896, -3.8774], [-3.0443, 2.1665, -1.1990], [0.6186, 3.3656, 0.6945], [-3.4656, 0.5655, 0.6892], [0.3887, 1.4211, 2.3383], [2.5431, -2.7275, 2.2948], [3.4941, -3.7433, 1.6167], [1.6121, -3.2266, 2.6041], [2.9869, -2.3971, 3.2522], [3.6678, -4.6598, 2.2129], [3.0804, -4.0837, 0.6585], [4.4972, -3.3187, 1.4494], [2.5472, -1.3939, -0.4678], [3.4102, -0.3130, -1.0921], [1.5812, -1.3859, -0.9945], [2.9444, -2.3943, -0.6579], [3.3481, -0.3448, -2.1844], [3.0850, 0.6824, -0.7777], [4.4563, -0.4645, -0.8264], [3.3039, -0.0152, 1.9610], [4.7387, -0.5298, 1.9571], [2.9818, 0.2113, 2.9855], [3.2022, 0.9192, 1.3923], [5.4510, 0.2594, 2.2124], [4.8876, -1.3184, 2.6953], [5.0548, -0.9073, 0.9840], [-2.3049, 0.5811, 3.3914], [-2.3423, -2.7296, -0.7420], [-0.6180, -3.0378, -0.3790], [-0.0618, -4.3909, -0.8638], [-0.4666, -2.8917, 0.7125], [-0.0755, -2.2618, -0.9574], [1.0338, -4.3174, -1.0486], [-0.2779, -5.1616, -0.1098], [-0.5588, -4.6625, -1.8086], [-3.2360, -2.7379, 0.8249], [-4.5578, -3.5012, 0.6675], [-3.3825, -1.7047, 1.1532], [-2.6000, -3.2375, 1.5575], [-5.0956, -3.6097, 1.6058], [-5.1697, -2.9661, -0.0660], [-4.3631, -4.4951, 0.2510], [-2.3643, -1.1645, -1.6620], [-2.6877, -1.2259, -3.1713], [-1.3799, -0.6833, -1.5187], [-3.0760, -0.5041, -1.1573], [-2.9579, -0.2225, -3.5527], [-1.8155, -1.6125, -3.7153], [-3.5234, -1.9101, -3.3490], [-0.1484, 0.2406, 5.9534], [0.3989, -0.2684, 4.7260], [0.9747, -0.6898, 3.8154], [0.4907, -0.0401, 6.7940], [-1.1368, -0.1842, 6.1292], [-0.2101, 1.3215, 5.8626]], "atomic_forces_ev_per_a": [[-0.276, -0.605, -0.127], [0.085, 0.550, -0.845], [-0.177, 0.242, 0.234], [-0.453, 0.201, -2.098], [0.703, -3.952, 3.233], [0.050, 2.078, -0.131], [-0.294, 0.153, 0.804], [-0.133, 1.613, -1.436], [-0.253, 0.308, -1.070], [1.063, -0.534, 0.367], [-0.197, 0.362, -0.267], [0.501, 1.470, -1.299], [-0.787, 0.259, 0.583], [-0.335, -1.015, 0.229], [0.347, 0.811, 1.122], [1.846, 0.701, -0.076], [-0.007, 0.290, 0.063], [-0.004, 0.103, 0.033], [0.047, -0.257, 0.140], [0.124, 0.153, 0.335], [0.416, -0.153, 0.444], [-0.225, -0.818, 0.218], [0.095, 0.152, -0.180], [0.350, 0.271, 0.808], [-0.219, -1.384, 0.639], [0.225, -0.075, -0.353], [0.177, 0.043, -0.140], [-0.317, 0.272, -0.524], [-0.416, 0.634, 0.020], [0.219, 0.021, 0.159], [-0.466, -0.060, -0.096], [-0.688, -0.594, -0.221], [0.250, 0.299, -0.019], [0.132, -0.056, -0.202], [0.053, 0.009, 0.084], [-0.067, -0.141, 0.193], [0.191, -0.039, -0.072], [-0.128, 0.252, -0.077], [-0.774, 0.878, 0.392], [0.451, -0.367, -0.125], [0.146, -0.055, -0.261], [0.062, -0.247, 0.045], [-0.314, 0.126, 0.025], [-0.049, 0.032, -0.064], [-0.026, -0.059, 0.151], [-0.183, -0.612, -0.411], [0.219, 0.464, 0.395], [0.838, -0.031, -0.482], [0.254, -0.361, 0.065], [-0.024, -0.235, -0.217], [-0.217, -0.351, 0.117], [-0.808, -0.166, 0.234], [0.216, 0.101, -0.412], [0.351, -0.043, 0.303], [-0.438, -0.371, 0.195], [-0.145, 0.055, -0.653], [-0.052, 0.017, -0.052], [0.158, -0.005, -0.060], [0.047, 0.121, -0.003], [-0.249, -0.176, 0.259], [-0.109, 0.076, 0.219], [-0.605, 0.689, -0.370], [0.127, -0.217, -0.089], [-0.108, -0.213, -0.039], [-0.144, -0.392, -0.129], [0.221, -0.587, 0.229], [-0.322, 0.177, -0.014], [0.068, 0.248, -0.083], [-0.337, 0.045, 0.375], [1.362, -0.827, -0.625], [-1.000, 0.418, 0.415], [0.036, 0.095, -0.114], [-0.013, 0.070, 0.041], [-0.072, 0.136, 0.264]], "lowdin_charge": [0.0620, -0.1375, 0.0531, 0.0068, 0.3375, 0.0057, 0.1536, 0.0973, -0.1879, 0.0435, -0.1514, -0.7355, -0.1274, 0.0101, 0.5759, 0.9958, 0.1444, 0.1447, 0.1682, 0.1663, 0.1582, 0.1611, 0.1156, 0.0822, -0.3828, -0.1046, 0.0792, 0.0946, 0.1075, 0.0576, 0.0822, -0.3709, -0.1120, 0.0274, 0.0885, 0.0977, 0.0713, 0.0799, -0.3733, -0.1007, 0.0666, 0.0787, 0.1076, 0.0827, 0.0647, 1.0231, 1.2128, -0.4452, -0.0776, 0.0741, 0.0345, 0.0911, 0.1014, 0.0913, -0.3550, -0.1075, 0.0668, 0.1012, 0.0995, 0.0869, 0.0891, -0.3841, -0.0897, 0.0592, 0.0604, 0.0952, 0.0906, 0.0892, -0.0554, -0.2772, 0.1338, 0.1193, 0.0881, 0.0998]}

***

Which formula does entry 2 have? C27H41BrN2P2Pd